--- a ---
Molecular formula: C10H15N3O2
Method: DFT, ωB97M-V/def2-TZVPD

Each line ends with the Mulliken charge.
Cartesian coordinates (Å):
C  2.71  2.65  0.00  -1.353
C  2.30  1.22  0.00  0.783
N  0.99  0.97  0.00  -0.184
C  0.61  -0.31  0.00  0.188
N  1.44  -1.36  0.00  -0.653
C  2.74  -1.12  0.00  0.686
C  3.23  0.19  0.00  -0.827
H  4.29  0.39  0.00  0.416
C  3.66  -2.30  0.00  -1.230
H  4.30  -2.27  0.88  0.302
H  3.07  -3.22  0.01  0.357
H  4.29  -2.28  -0.89  0.298
N  -0.70  -0.61  0.00  -0.186
H  -0.92  -1.60  0.00  0.281
C  -1.79  0.34  0.00  1.641
C  -1.75  1.22  1.26  -1.712
H  -1.76  0.60  2.15  0.395
H  -0.83  1.80  1.24  0.377
H  -2.61  1.88  1.27  0.425
C  -1.75  1.21  -1.26  -1.716
H  -2.61  1.87  -1.28  0.425
H  -1.76  0.59  -2.15  0.395
H  -0.83  1.80  -1.25  0.377
C  -3.13  -0.39  0.00  0.218
O  -4.19  0.17  0.00  -0.568
O  -3.03  -1.73  0.00  -0.484
H  -3.92  -2.12  0.00  0.392
H  3.32  2.87  0.88  0.318
H  3.31  2.87  -0.89  0.315
H  1.83  3.29  0.00  0.323

Values from the calculation:
HOMO level in eV: -8.356
M in g mol⁻¹: 209.25
Net charge: 0
Frontier orbital gap in eV: 9.1
SMILES: Cc1cc(C)nc(NC(C)(C)C(=O)O)n1

--- b ---
Molecular formula: C10H15N3O2
Method: DFT, ωB97M-V/def2-TZVPD

Each line ends with the Mulliken charge.
Cartesian coordinates (Å):
C  2.86  1.12  0.11  -0.880
C  0.44  1.50  -0.08  -0.535
C  2.75  -0.23  0.28  -0.273
C  1.76  1.94  -0.03  1.238
C  -3.26  -1.34  -0.55  -0.691
C  -2.83  -1.30  0.90  -0.630
C  -1.83  -1.39  -1.14  -0.704
C  -1.67  -0.23  0.97  -0.585
C  -0.08  0.38  -0.69  -0.195
C  2.05  3.37  -0.18  -1.476
N  1.64  -0.96  0.23  -0.030
N  -1.19  -0.24  -0.41  0.131
N  1.62  -2.29  0.31  0.646
O  2.59  -2.93  -0.07  -0.655
O  0.54  -2.76  0.67  -0.606
H  3.84  1.58  0.07  0.357
H  -0.24  2.32  0.36  0.129
H  3.58  -0.79  0.59  0.458
H  -3.90  -2.11  -0.81  0.433
H  -3.69  -0.38  -0.79  0.297
H  -3.72  -1.05  1.49  0.383
H  -2.42  -2.32  1.11  0.262
H  -1.27  -2.23  -0.70  0.316
H  -1.71  -1.37  -2.21  0.386
H  -2.05  0.73  1.34  0.403
H  -0.83  -0.47  1.58  0.359
H  0.47  0.09  -1.54  0.487
H  2.21  3.53  -1.29  0.258
H  3.00  3.65  0.39  0.331
H  1.35  4.19  0.09  0.385

Values from the calculation:
HOMO level in eV: -7.699
M in g mol⁻¹: 209.25
Net charge: 0
Frontier orbital gap in eV: 7.5
SMILES: CC(=C/C=N/[N+](=O)[O-])/C=C/N1CCCC1

Most stable to least stable, the ends of the list are a and b.

--- a ---
Molecular formula: CH3N2O
Method: DFT, ωB97M-V/def2-TZVPD

Each line ends with the Mulliken charge.
Cartesian coordinates (Å):
C  0.22  -0.16  0.31  0.117
N  3.15  0.28  0.18  -0.095
N  2.10  0.10  -0.02  0.261
O  -0.31  0.99  0.27  -0.291
H  0.37  -0.58  1.31  0.315
H  0.13  -0.87  -0.52  0.268
H  -0.60  1.33  -0.60  0.423

Values from the calculation:
HOMO level in eV: -19.660
M in g mol⁻¹: 59.05
Net charge: +1
Frontier orbital gap in eV: 13.8

--- b ---
Molecular formula: CH3N2O
Method: DFT, ωB97M-V/def2-TZVPD

Each line ends with the Mulliken charge.
Cartesian coordinates (Å):
C  -0.70  0.38  0.07  -0.146
N  0.00  -0.63  -0.16  0.143
N  1.32  -0.41  0.30  0.205
O  2.00  0.44  -0.11  -0.139
H  -0.25  1.38  -0.08  0.295
H  -1.79  0.34  0.19  0.280
H  -0.58  -1.50  -0.21  0.362

Values from the calculation:
HOMO level (alpha / beta) in eV: -16.708 / -16.708
M in g mol⁻¹: 59.05
Net charge: +1
Frontier orbital gap (alpha / beta) in eV: 9.8 / 9.8
SMILES: C=[NH+]N=O

--- c ---
Molecular formula: CH3N2O
Method: DFT, ωB97M-V/def2-TZVPD

Each line ends with the Mulliken charge.
Cartesian coordinates (Å):
C  0.52  -0.07  0.36  0.478
N  -0.67  -1.44  -1.54  -0.091
N  0.30  0.86  1.15  -0.258
O  -0.13  -0.64  -0.59  -0.086
H  -0.35  -1.19  -2.50  0.286
H  0.90  1.03  2.10  0.376
H  -0.56  1.44  1.02  0.295

Values from the calculation:
HOMO level (alpha / beta) in eV: -16.515 / -16.214
M in g mol⁻¹: 59.05
Net charge: +1
Frontier orbital gap (alpha / beta) in eV: 9.6 / 9.9

Most stable to least stable, the ends of the list are a and c.

--- a ---
Molecular formula: H5O2S
Method: DFT, ωB97M-V/def2-TZVPD

Each line ends with the Mulliken charge.
Cartesian coordinates (Å):
S  0.00  1.39  0.47  -0.885
H  -0.72  0.82  1.47  0.001
H  -0.71  -0.60  -0.95  0.254
H  -0.38  0.07  -2.19  0.336
O  -1.10  -0.48  -1.87  -0.660
H  1.09  -2.45  0.23  0.304
H  1.13  -1.02  0.60  0.286
O  1.05  -1.90  1.03  -0.635

Values from the calculation:
HOMO level in eV: -2.996
M in g mol⁻¹: 69.11
Net charge: -1
Frontier orbital gap in eV: 7.2

--- b ---
Molecular formula: H5O2S
Method: DFT, ωB97M-V/def2-TZVPD

Each line ends with the Mulliken charge.
Cartesian coordinates (Å):
S  -0.25  1.07  -3.12  -0.892
H  0.39  2.27  -3.25  -0.047
H  -1.06  0.70  -0.59  0.269
H  -0.99  1.04  0.80  0.265
O  -0.62  0.37  0.22  -0.576
H  1.54  -1.84  2.25  0.300
H  0.38  -1.63  1.40  0.342
O  0.60  -1.98  2.29  -0.660

Values from the calculation:
HOMO level in eV: -2.681
M in g mol⁻¹: 69.11
Net charge: -1
Frontier orbital gap in eV: 6.4

Most stable to least stable, the ends of the list are a and b.

--- a ---
Molecular formula: C18H20N4
Method: DFT, ωB97M-V/def2-TZVPD

Each line ends with the Mulliken charge.
Cartesian coordinates (Å):
N  -0.28  2.70  0.00  -0.712
N  -0.40  0.30  -0.64  -0.491
N  -0.08  -0.10  0.50  0.123
C  -0.60  1.70  -0.83  0.219
C  -0.92  6.26  -0.91  -0.550
C  -1.48  5.95  -2.12  -0.625
C  -0.38  5.15  -0.13  -0.287
C  -1.74  4.63  -2.53  -0.544
C  1.37  -3.99  1.65  -1.003
C  -0.62  3.84  -0.62  0.150
C  0.46  -1.39  0.81  0.102
C  -1.23  3.63  -1.81  0.604
C  1.23  -2.91  2.61  0.949
C  1.11  -3.80  0.29  0.434
C  0.72  -1.64  2.25  0.382
C  0.53  -2.54  -0.11  1.109
N  -1.24  2.23  -1.97  0.207
C  1.53  -3.18  4.07  -1.391
C  1.31  -4.97  -0.62  -1.579
C  0.57  -0.46  3.20  -1.364
C  0.01  -2.49  -1.51  -1.545
C  -1.80  1.56  -3.09  -0.843
H  -0.71  7.26  -0.57  0.375
H  -1.86  6.68  -2.76  0.408
H  0.32  5.25  0.75  0.333
H  -2.38  4.42  -3.34  0.391
H  1.83  -4.87  1.93  0.391
H  2.24  -2.46  4.54  0.314
H  0.60  -3.24  4.69  0.310
H  2.07  -4.21  4.17  0.305
H  1.37  -5.90  -0.03  0.373
H  2.34  -4.83  -1.02  0.312
H  0.56  -5.10  -1.41  0.406
H  0.00  -0.74  4.12  0.313
H  1.61  -0.15  3.49  0.252
H  0.00  0.40  2.83  0.351
H  0.29  -3.30  -2.11  0.411
H  -1.01  -2.30  -1.48  0.320
H  0.49  -1.65  -2.11  0.230
H  -2.85  1.88  -3.19  0.272
H  -1.68  0.43  -3.05  0.236
H  -1.27  1.94  -3.95  0.348

Values from the calculation:
HOMO level in eV: -7.906
M in g mol⁻¹: 292.39
Net charge: 0
Frontier orbital gap in eV: 7.2
SMILES: Cc1cc(C)c(C)c(/N=N/c2nc3ccccc3n2C)c1C

--- b ---
Molecular formula: C18H20N4
Method: DFT, ωB97M-V/def2-TZVPD

Each line ends with the Mulliken charge.
Cartesian coordinates (Å):
N  1.67  0.27  -0.82  -1.074
N  1.80  -1.45  4.60  -0.625
C  2.04  -0.19  0.32  0.642
C  0.81  -0.48  1.07  0.667
C  -0.27  -0.03  0.40  -0.133
C  1.66  -0.83  3.42  -0.422
C  1.01  -2.57  4.85  0.629
C  0.23  -3.13  3.80  -0.756
C  0.19  -2.45  2.49  -0.268
C  0.08  0.59  -3.10  -0.973
C  -1.32  2.06  -1.67  -0.495
C  -0.37  1.25  -4.10  -0.393
C  -1.76  2.63  -2.80  -0.643
C  0.91  -1.28  2.35  0.132
C  -0.38  1.03  -1.86  0.291
C  -1.31  2.28  -4.04  0.706
N  0.28  0.40  -0.82  0.811
N  -3.17  3.42  -5.28  -0.660
C  3.43  -0.61  0.79  -1.350
C  -1.73  -0.12  0.88  -1.587
C  1.03  -3.40  6.10  -1.314
C  -1.79  2.86  -5.35  -0.554
H  2.08  0.12  3.24  0.584
H  -0.35  -4.05  3.77  0.313
H  -0.44  -2.76  1.61  0.459
H  0.78  -0.17  -3.22  0.532
H  -1.48  2.55  -0.66  0.351
H  -0.09  0.77  -5.09  0.139
H  -2.43  3.39  -2.78  0.426
H  -3.54  3.51  -6.26  0.239
H  -3.21  4.35  -4.83  0.212
H  4.15  0.15  0.83  0.347
H  3.41  -1.22  1.68  0.403
H  3.88  -1.31  0.02  0.326
H  -2.06  0.57  1.71  0.257
H  -2.28  0.12  0.07  0.584
H  -2.02  -1.11  1.21  0.379
H  1.58  -2.79  6.78  0.411
H  0.09  -3.87  6.56  0.318
H  1.70  -4.27  5.93  0.272
H  -1.11  3.58  -5.60  0.350
H  -1.68  2.19  -6.20  0.467

Values from the calculation:
HOMO level in eV: -7.952
M in g mol⁻¹: 292.39
Net charge: 0
Frontier orbital gap in eV: 8.7
SMILES: Cc1ccc(-c2c(C)nn(-c3ccc(CN)cc3)c2C)cn1

Most stable to least stable, the ends of the list are a and b.

--- a ---
Molecular formula: CN4OS
Method: DFT, ωB97M-V/def2-TZVPD

Each line ends with the Mulliken charge.
Cartesian coordinates (Å):
C  -0.03  -0.20  0.01  0.532
N  0.84  -1.19  -0.01  -0.402
N  2.05  -0.59  -0.06  -0.424
N  0.54  0.97  0.07  -0.370
N  1.82  0.75  0.04  -0.470
O  -3.03  0.78  -0.08  -0.643
S  -2.18  -0.53  0.03  -0.223

Values from the calculation:
HOMO level in eV: 1.711
M in g mol⁻¹: 116.10
Net charge: -2
Frontier orbital gap in eV: 4.8

--- b ---
Molecular formula: CN4OS
Method: DFT, ωB97M-V/def2-TZVPD

Each line ends with the Mulliken charge.
Cartesian coordinates (Å):
C  -0.43  -1.29  0.43  0.263
N  -0.81  1.85  -0.49  -0.607
N  -1.03  -1.59  -0.52  -0.539
N  -0.02  2.10  -1.30  0.284
N  0.81  2.34  -2.04  -0.642
O  0.93  -2.44  2.15  -0.736
S  0.55  -0.97  1.77  -0.022

Values from the calculation:
HOMO level in eV: 0.502
M in g mol⁻¹: 116.10
Net charge: -2
Frontier orbital gap in eV: 5.7

Most stable to least stable, the ends of the list are b and a.

--- a ---
Molecular formula: C4H6I2S
Method: DFT, ωB97M-V/def2-TZVPD

Each line ends with the Mulliken charge.
Cartesian coordinates (Å):
C  1.10  -1.24  0.38  -0.316
C  2.07  -0.38  0.18  -0.568
C  -0.57  0.20  1.52  -0.672
C  -0.25  -0.76  0.62  0.153
S  -1.73  1.56  -1.87  -0.295
I  4.03  -1.05  -0.03  0.025
I  -1.75  -2.04  -0.09  0.104
H  1.26  -2.26  0.18  0.320
H  2.09  0.73  0.21  0.411
H  -1.73  2.54  -2.95  0.162
H  -1.65  0.44  1.72  0.250
H  0.24  0.66  2.14  0.282
H  -3.09  1.59  -2.00  0.144

Values from the calculation:
HOMO level in eV: -8.815
M in g mol⁻¹: 339.97
Net charge: 0
Frontier orbital gap in eV: 9.0
SMILES: C=C(I)/C=C/I.S

--- b ---
Molecular formula: C4H6I2S
Method: DFT, ωB97M-V/def2-TZVPD

Each line ends with the Mulliken charge.
Cartesian coordinates (Å):
C  0.01  0.93  0.85  -0.293
C  -0.79  -0.19  0.08  -0.400
C  -0.68  -1.67  0.26  -0.802
C  1.16  1.07  0.25  -0.175
S  1.11  0.75  -1.64  -0.310
I  -2.77  0.56  0.72  -0.070
I  2.54  2.52  0.76  0.127
H  -0.26  1.53  1.74  0.368
H  -0.72  -0.22  -1.05  0.444
H  -0.34  -2.18  1.17  0.317
H  -1.61  -2.01  -0.35  0.329
H  -0.02  -1.74  -0.59  0.289
H  2.37  0.66  -2.19  0.177

Values from the calculation:
HOMO level in eV: -9.026
M in g mol⁻¹: 339.97
Net charge: 0
Frontier orbital gap in eV: 9.0

Most stable to least stable, the ends of the list are a and b.